Record 1
Formula: C37H69N10O3PSi
Source: the OMol25 dataset
Level of theory: ωB97M-V/def2-TZVPD

Output
**SMILES string**: CCCCCCCCCC[SiH2]CCCP(=O)(OCC)OCC.CC#N.CC#N.CC#N.CC#N.CC#N.CC#N.CC#N.CC#N.CC#N.CC#N
**E**: -2855.33594 hartree
**LUMO**: 0.0075 hartree

Geometry as ORCA input:
```
! wB97M-V def2-TZVPD RIJCOSX def2/J DEFGRID3
* xyz 0 1
C -2.03 5.01 3.07
C -2.03 3.70 3.86
C -2.46 2.48 3.04
C -1.30 1.60 2.54
C -0.87 1.96 1.12
C -1.75 1.38 0.00
C -2.24 -0.06 0.17
C -1.19 -1.14 -0.15
C -0.50 -1.77 1.07
C 0.89 -1.14 1.36
Si 2.25 -2.01 0.45
C 3.88 -1.08 0.50
C 5.01 -1.72 -0.31
C 4.71 -1.76 -1.82
P 6.08 -1.10 -2.77
O 6.40 0.28 -2.37
O 7.27 -2.12 -2.51
C 8.26 -2.24 -3.56
C 9.51 -2.84 -2.97
O 5.72 -1.26 -4.31
C 5.25 -0.08 -5.01
C 3.77 0.21 -4.75
H -3.04 5.38 2.92
H -1.53 4.93 2.11
H -1.49 5.77 3.65
H -2.70 3.84 4.71
H -1.03 3.56 4.27
H -3.07 2.79 2.19
H -3.10 1.86 3.67
H -1.53 0.54 2.66
H -0.45 1.81 3.19
H 0.19 1.73 0.98
H -0.94 3.05 1.04
H -2.61 2.02 -0.19
H -1.16 1.39 -0.92
H -2.68 -0.23 1.15
H -3.06 -0.19 -0.54
H -0.43 -0.74 -0.82
H -1.71 -1.95 -0.68
H -0.33 -2.83 0.84
H -1.12 -1.77 1.96
H 1.06 -1.11 2.44
H 0.87 -0.12 1.00
H 2.48 -3.41 0.90
H 1.84 -2.09 -0.98
H 3.74 -0.06 0.13
H 4.23 -0.97 1.53
H 5.18 -2.75 0.03
H 5.93 -1.18 -0.11
H 3.85 -1.15 -2.10
H 4.51 -2.78 -2.15
H 8.49 -1.26 -3.98
H 7.86 -2.89 -4.34
H 9.79 -2.32 -2.06
H 9.39 -3.90 -2.73
H 10.32 -2.73 -3.69
H 5.88 0.77 -4.77
H 5.39 -0.31 -6.06
H 3.28 0.42 -5.69
H 3.31 -0.68 -4.33
H 3.66 1.04 -4.06
C 2.65 4.58 0.00
C 2.04 4.22 1.28
N 1.56 3.94 2.28
H 1.95 5.17 -0.59
H 3.55 5.17 0.16
H 2.91 3.69 -0.56
C -0.15 -6.44 0.48
C -0.60 -5.68 1.63
N -0.96 -5.07 2.54
H 0.08 -7.46 0.78
H -0.92 -6.47 -0.29
H 0.75 -5.98 0.05
C -2.78 3.80 -2.45
C -3.00 4.19 -1.07
N -3.18 4.45 0.04
H -2.83 4.66 -3.11
H -1.80 3.33 -2.56
H -3.54 3.08 -2.75
C -2.50 -8.13 4.95
C -2.07 -8.36 3.58
N -1.74 -8.52 2.50
H -1.82 -7.45 5.45
H -3.50 -7.69 4.97
H -2.53 -9.07 5.50
C 0.19 -0.65 5.48
C -1.22 -0.87 5.20
N -2.33 -1.03 4.94
H 0.80 -1.10 4.70
H 0.40 0.42 5.51
H 0.47 -1.08 6.43
C -3.08 3.74 -6.45
C -3.12 5.02 -5.76
N -3.14 6.03 -5.21
H -2.09 3.58 -6.89
H -3.28 2.92 -5.76
H -3.82 3.71 -7.24
C 3.87 1.15 -9.11
C 3.45 2.09 -8.08
N 3.12 2.82 -7.26
H 4.01 0.16 -8.69
H 3.11 1.09 -9.90
H 4.81 1.47 -9.56
C -5.79 2.13 2.66
C -5.49 1.96 1.25
N -5.24 1.82 0.14
H -5.26 2.98 3.09
H -6.85 2.29 2.82
H -5.51 1.24 3.22
C -5.55 0.29 5.83
C -6.36 1.46 5.57
N -6.99 2.40 5.36
H -4.82 0.49 6.62
H -6.17 -0.55 6.14
H -5.00 -0.01 4.94
C -6.37 -1.73 1.10
C -6.58 -1.38 2.50
N -6.73 -1.08 3.59
H -6.50 -0.86 0.47
H -5.36 -2.11 0.96
H -7.07 -2.50 0.79
*
```


Record 2
Formula: C7H10ClN3O
Source: the OMol25 dataset
Level of theory: ωB97M-V/def2-TZVPD

Output
**Energy above the lowest of the compared OMol25 structures with the same formula, charge and spin**: 30.5 kcal per mole
**E**: -972.31367 hartree
**LUMO**: -0.0057 hartree

Geometry as ORCA input:
```
! wB97M-V def2-TZVPD RIJCOSX def2/J DEFGRID3
* xyz 0 1
C -1.12 -1.74 1.92
C -0.53 -0.55 2.35
C -1.44 -1.98 0.64
C -0.67 0.70 0.22
C 0.66 1.56 2.10
C -0.19 0.28 -2.03
C 0.70 -0.75 -2.78
N -1.92 -2.47 -0.34
N -0.12 0.48 1.69
N 0.09 0.09 -0.60
O -1.47 1.61 0.19
Cl -0.14 -2.11 -3.45
H -1.26 -2.51 2.67
H -0.35 -0.58 3.48
H 0.15 2.51 2.25
H 1.39 1.35 3.06
H 1.50 1.77 1.36
H -1.28 0.12 -2.34
H 0.16 1.19 -2.41
H 1.41 -1.21 -1.99
H 1.32 -0.39 -3.71
H -1.48 -2.95 -1.11
*
```


Record 3
Formula: CH9O4
Source: the OMol25 dataset
Level of theory: ωB97M-V/def2-TZVPD

Output
**Energy above the lowest of the compared OMol25 structures with the same formula, charge and spin**: 44.2 kcal per mole
**E**: -344.42446 hartree
**LUMO**: 0.1494 hartree

Geometry as ORCA input:
```
! wB97M-V def2-TZVPD RIJCOSX def2/J DEFGRID3
* xyz -1 1
C -1.07 -0.35 -0.60
O -0.18 0.80 -0.31
H -0.50 -0.90 -1.37
H -1.09 -0.97 0.37
H -2.05 -0.01 -1.22
H 1.03 -2.94 1.75
H 1.20 -2.02 0.60
O 0.83 -2.88 0.87
H 0.71 0.41 0.31
H 2.37 -1.04 0.19
O 1.80 -0.45 0.50
H -0.49 2.91 -0.67
H -1.73 3.65 -0.06
O -0.83 3.78 -0.36
*
```


Record 4
Formula: C6H6IN3OS
Source: the OMol25 dataset
Level of theory: ωB97M-V/def2-TZVPD

Output
**Energy above the lowest of the compared OMol25 structures with the same formula, charge and spin**: 13.7 kcal per mole
**E**: -1167.47400 hartree
**LUMO**: 0.0009 hartree

Geometry as ORCA input:
```
! wB97M-V def2-TZVPD RIJCOSX def2/J DEFGRID3
* xyz 0 1
C -0.48 -0.72 -1.50
C -0.35 -0.85 0.90
C -1.88 -0.64 -1.45
C -1.73 -0.75 1.00
C 0.24 -0.81 -0.34
C -2.47 -0.65 -0.20
N 2.14 2.80 1.00
N 1.91 1.58 1.16
N 2.34 0.87 -0.25
O 2.64 -1.47 0.71
S 2.17 -0.80 -0.46
I -4.53 -0.05 -0.10
H 0.09 -0.90 -2.43
H 0.24 -0.73 1.78
H -2.44 -0.82 -2.43
H -2.12 -0.69 1.98
H 1.94 3.30 1.78
H 2.30 1.31 -1.17
*
```


Record 5
Formula: C7H18N3
Source: the OMol25 dataset
Level of theory: ωB97M-V/def2-TZVPD

Output
**Energy above the lowest of the compared OMol25 structures with the same formula, charge and spin**: 102.2 kcal per mole
**E**: -441.43013 hartree
**LUMO**: -0.1049 hartree

Geometry as ORCA input:
```
! wB97M-V def2-TZVPD RIJCOSX def2/J DEFGRID3
* xyz 1 1
C -0.95 0.12 0.28
C 1.58 -0.76 -1.44
C 2.94 0.81 0.07
C -2.61 1.91 0.63
C -2.91 -1.22 -0.68
C 1.24 -0.99 1.63
C 1.56 0.37 -0.39
N -1.28 1.28 0.72
N -1.45 -1.01 -0.13
N 0.82 0.06 0.80
H 2.24 -0.50 -2.40
H 2.01 -1.71 -0.95
H 0.55 -1.12 -1.83
H 3.52 -0.06 0.57
H 2.83 1.62 0.72
H 3.51 1.13 -0.73
H -3.40 1.56 1.28
H -2.63 2.93 0.88
H -2.94 1.69 -0.37
H -3.44 -0.35 -0.24
H -2.85 -1.16 -1.79
H -3.13 -2.29 -0.46
H 1.10 -2.03 1.34
H 0.84 -0.75 2.66
H 2.33 -0.92 1.68
H 1.19 1.25 -0.94
H -0.58 1.75 1.30
H -0.90 -1.76 -0.45
*
```


Record 6
Formula: C46H127N9O16
Source: the OMol25 dataset
Level of theory: ωB97M-V/def2-TZVPD

Output
**Energy above the lowest of the compared OMol25 structures with the same formula, charge and spin**: 51.3 kcal per mole
**E**: -3524.87390 hartree
**LUMO**: 0.0067 hartree

Geometry as ORCA input:
```
! wB97M-V def2-TZVPD RIJCOSX def2/J DEFGRID3
* xyz 0 1
C -7.77 0.13 -5.36
O -7.01 -0.77 -4.51
H -7.42 1.15 -5.19
H -7.77 -0.20 -6.40
H -8.81 0.30 -5.10
H -7.51 -1.59 -4.50
C -8.42 -2.45 4.75
O -7.13 -2.06 4.16
H -8.43 -3.42 5.25
H -8.63 -1.77 5.57
H -9.14 -2.42 3.93
H -6.44 -1.88 4.80
C -2.62 -1.04 6.95
O -4.00 -1.14 6.94
H -2.07 -1.79 7.52
H -2.29 -1.16 5.92
H -2.30 -0.03 7.25
H -4.32 -1.08 7.85
C 5.76 -1.14 -4.65
O 4.69 -1.02 -5.55
H 5.70 -0.40 -3.85
H 5.64 -2.09 -4.13
H 6.76 -0.95 -5.03
H 3.99 -0.63 -5.03
C 1.48 -7.90 -5.49
O 2.47 -7.90 -6.62
C 2.55 -9.16 -7.29
C 2.96 -8.86 -8.77
N 4.19 -8.08 -8.82
C 4.29 -7.57 -10.24
C 4.47 -8.54 -11.46
O 5.78 -8.93 -11.56
C 5.95 -10.19 -10.95
H 1.83 -8.60 -4.73
H 0.56 -8.04 -6.05
H 1.52 -6.90 -5.06
H 1.66 -9.79 -7.26
H 3.27 -9.80 -6.78
H 2.11 -8.40 -9.27
H 3.13 -9.82 -9.25
H 4.09 -7.41 -8.08
H 4.91 -6.68 -10.33
H 3.35 -7.08 -10.50
H 4.38 -7.99 -12.39
H 3.72 -9.32 -11.56
H 5.20 -10.93 -11.23
H 5.99 -10.03 -9.87
H 6.83 -10.80 -11.19
C 8.39 -3.38 0.39
O 7.07 -3.63 0.96
C 7.06 -4.74 1.88
C 5.88 -4.71 2.79
N 6.00 -3.46 3.64
C 4.87 -3.23 4.45
C 3.74 -2.68 3.60
O 3.85 -1.27 3.55
C 2.81 -0.58 2.88
H 8.70 -4.35 0.03
H 9.19 -3.06 1.06
H 8.34 -2.59 -0.36
H 7.94 -4.73 2.52
H 7.12 -5.63 1.25
H 5.65 -5.49 3.51
H 5.04 -4.56 2.10
H 6.10 -2.76 2.92
H 5.04 -2.62 5.33
H 4.54 -4.21 4.77
H 2.79 -2.86 4.10
H 3.71 -3.14 2.61
H 1.80 -0.99 2.91
H 3.05 -0.50 1.82
H 2.53 0.36 3.34
C -6.73 13.90 -1.56
O -5.78 13.10 -0.94
C -6.28 12.03 -0.23
C -6.97 10.97 -1.12
N -7.13 9.71 -0.39
C -5.86 8.97 -0.52
C -6.12 7.56 -0.01
O -7.10 6.83 -0.87
C -7.38 5.58 -0.35
H -7.46 14.42 -0.95
H -7.17 13.22 -2.29
H -6.34 14.77 -2.08
H -6.95 12.38 0.56
H -5.39 11.64 0.28
H -6.44 10.83 -2.06
H -7.91 11.36 -1.50
H -7.91 9.23 -0.81
H -5.06 9.42 0.06
H -5.48 8.85 -1.53
H -6.46 7.52 1.03
H -5.18 7.01 -0.09
H -7.90 5.52 0.61
H -6.40 5.11 -0.32
H -7.87 4.91 -1.05
C -5.41 6.62 8.24
C -5.23 5.19 7.65
C -4.25 5.28 6.49
O -3.84 3.98 6.06
C -4.30 3.42 4.87
N -4.89 4.21 8.69
H -6.00 6.61 9.15
H -5.76 7.30 7.46
H -4.43 6.97 8.54
H -6.18 4.89 7.22
H -3.36 5.84 6.76
H -4.68 5.90 5.70
H -5.39 3.46 4.90
H -4.04 2.37 4.77
H -3.94 3.99 4.02
H -3.95 4.34 9.02
H -4.81 3.29 8.29
C -3.97 3.70 -4.48
C -3.97 3.79 -6.06
C -4.98 4.89 -6.68
O -4.64 6.09 -5.92
C -5.46 7.18 -6.31
N -2.58 3.81 -6.43
H -3.36 2.86 -4.15
H -5.00 3.53 -4.14
H -3.46 4.61 -4.15
H -4.33 2.86 -6.50
H -6.06 4.76 -6.58
H -4.70 5.03 -7.73
H -5.34 7.65 -7.29
H -5.04 7.94 -5.65
H -6.50 7.06 -6.02
H -2.24 4.74 -6.23
H -2.64 3.68 -7.43
C -2.68 -3.55 -0.02
C -2.17 -2.13 -0.09
C -0.93 -2.02 -0.92
O 0.09 -2.95 -0.57
C 1.27 -2.79 -1.42
N -3.23 -1.30 -0.65
H -3.00 -3.91 -1.00
H -3.47 -3.76 0.70
H -1.88 -4.24 0.22
H -2.01 -1.70 0.90
H -0.55 -0.99 -0.92
H -1.05 -2.24 -1.98
H 0.94 -2.89 -2.45
H 1.90 -3.66 -1.23
H 1.86 -1.89 -1.25
H -4.09 -1.38 -0.11
H -3.50 -1.65 -1.56
C 3.96 -9.03 7.61
C 2.79 -8.25 8.11
C 1.42 -8.73 7.59
O 1.15 -8.67 6.18
C 1.02 -7.33 5.68
N 2.83 -8.17 9.59
H 3.97 -10.06 7.96
H 4.86 -8.64 8.09
H 3.95 -8.94 6.52
H 2.77 -7.22 7.77
H 0.65 -8.25 8.19
H 1.29 -9.79 7.80
H 0.35 -6.69 6.25
H 0.51 -7.39 4.72
H 1.98 -6.82 5.55
H 2.89 -9.05 10.08
H 3.59 -7.59 9.94
C 8.93 2.90 5.15
C 7.87 2.30 4.31
C 8.52 1.45 3.16
O 7.63 0.79 2.34
C 6.65 1.56 1.62
N 6.82 1.55 4.96
H 9.56 2.18 5.67
H 8.47 3.58 5.88
H 9.55 3.52 4.50
H 7.44 3.17 3.81
H 9.18 0.69 3.57
H 9.15 2.07 2.52
H 7.08 2.16 0.82
H 6.00 2.12 2.29
H 6.00 0.85 1.11
H 6.22 1.31 4.19
H 7.07 0.60 5.22
C 3.07 3.59 -3.50
C 2.05 2.74 -2.71
C 1.04 3.57 -1.90
O 1.57 4.12 -0.72
C 0.68 4.63 0.24
N 1.43 1.82 -3.67
H 3.86 3.92 -2.83
H 2.50 4.36 -4.02
H 3.68 2.95 -4.14
H 2.54 2.07 -2.01
H 0.26 2.97 -1.44
H 0.51 4.26 -2.56
H -0.19 5.11 -0.22
H 1.13 5.38 0.89
H 0.35 3.89 0.96
H 0.58 1.40 -3.32
H 0.93 2.43 -4.29
*
```